{"formula": "C35H43F7N6O9S2Sr", "method": "the ωB97M-V functional and the def2-TZVPD basis", "elements": ["Sr", "C", "C", "C", "C", "C", "C", "C", "C", "C", "C", "C", "C", "H", "H", "H", "H", "H", "H", "H", "H", "H", "H", "H", "H", "H", "H", "H", "H", "H", "H", "C", "C", "N", "O", "C", "C", "N", "O", "H", "H", "H", "H", "H", "H", "H", "F", "C", "C", "C", "C", "O", "C", "C", "N", "C", "C", "C", "C", "C", "C", "N", "C", "C", "N", "C", "C", "C", "O", "O", "H", "H", "H", "H", "H", "H", "H", "H", "H", "H", "H", "H", "H", "H", "H", "H", "H", "H", "F", "C", "F", "F", "S", "O", "O", "N", "S", "O", "O", "C", "F", "F", "F"], "coordinates": [[13.134400, 10.726532, 14.713504], [11.600318, 12.803792, 17.405585], [10.760497, 11.783807, 16.705573], [10.786115, 10.422338, 17.131040], [11.487414, 10.038566, 18.402545], [10.152533, 9.427975, 16.339034], [10.377978, 7.977053, 16.691497], [9.326237, 9.815805, 15.256015], [8.556359, 8.773006, 14.500470], [9.256420, 11.179112, 14.865440], [8.432314, 11.579731, 13.661735], [9.943553, 12.167088, 15.609551], [9.875145, 13.597829, 15.167186], [12.529204, 12.358096, 17.795290], [11.057619, 13.264780, 18.260953], [11.898876, 13.628182, 16.751891], [12.514570, 9.666519, 18.239029], [10.921932, 9.250298, 18.928225], [11.560018, 10.904528, 19.076436], [9.636081, 7.611060, 17.432633], [11.383041, 7.827401, 17.130092], [10.286080, 7.314220, 15.808084], [9.066711, 8.365055, 13.603560], [7.570484, 9.164690, 14.180358], [8.380780, 7.918974, 15.188356], [7.408050, 11.902726, 13.937505], [8.342927, 10.744191, 12.952168], [8.912183, 12.407959, 13.107573], [10.615504, 13.862983, 14.386139], [10.023735, 14.264871, 16.035853], [8.879242, 13.794240, 14.740023], [11.633644, 7.639392, 11.354345], [11.966973, 8.203780, 12.701292], [11.578572, 9.361810, 13.138603], [10.795320, 10.055379, 12.175280], [12.769466, 7.422523, 13.638235], [13.045414, 5.983163, 13.443342], [13.239348, 8.079191, 14.711088], [13.882670, 7.473706, 15.582376], [11.419597, 8.475758, 10.676254], [10.730461, 6.990466, 11.377989], [12.458606, 7.039809, 10.954745], [10.951875, 10.990322, 12.512662], [12.132426, 5.448463, 13.130616], [13.433407, 5.566184, 14.388747], [13.804711, 5.820972, 12.657877], [18.329709, 8.443513, 10.912908], [17.591663, 9.563576, 10.659350], [16.450436, 9.766176, 11.371360], [15.637997, 10.912157, 11.102625], [14.486838, 11.160199, 11.882786], [14.283122, 10.303413, 12.795772], [13.678116, 12.313655, 11.542479], [14.035203, 13.074579, 10.428143], [15.133103, 12.781733, 9.648154], [15.269007, 13.480639, 8.406625], [14.094199, 13.426093, 7.494164], [15.341090, 12.693438, 7.142052], [16.038951, 11.757142, 10.028946], [17.239697, 11.586900, 9.359438], [18.082623, 10.476322, 9.640973], [19.250556, 10.275725, 8.997145], [19.511474, 10.797212, 7.644335], [20.572677, 11.871963, 7.650275], [21.213193, 11.897496, 9.032544], [21.659503, 10.482249, 9.372237], [20.441567, 9.600785, 9.558573], [12.420972, 12.710966, 12.181782], [11.698804, 13.608910, 11.681894], [12.037600, 12.103268, 13.285293], [16.184078, 9.063569, 12.164184], [13.424127, 13.920651, 10.108280], [15.805860, 14.438515, 8.308390], [14.015891, 14.390712, 6.966319], [13.240698, 12.805436, 7.817856], [15.937979, 13.233623, 6.397296], [15.310647, 11.597349, 7.270522], [17.557454, 12.343926, 8.638184], [18.595163, 11.179132, 7.140292], [19.865013, 9.949536, 7.020796], [20.159388, 12.880792, 7.453963], [21.367381, 11.692451, 6.909691], [20.520416, 12.213344, 9.736347], [22.013822, 12.554798, 9.074202], [22.264327, 10.518903, 10.297782], [22.326340, 10.132263, 8.561863], [20.307213, 9.365153, 10.625483], [20.586645, 8.637638, 9.030238], [16.002150, 9.714821, 15.220254], [16.286626, 11.086674, 15.255756], [16.446332, 11.458061, 13.983880], [17.393235, 11.279871, 15.950166], [14.927343, 11.879704, 16.350261], [14.143072, 10.690229, 16.889386], [15.535891, 12.732901, 17.313976], [13.868936, 12.777455, 15.413488], [14.561044, 14.061733, 14.740308], [15.956136, 13.806716, 14.517188], [13.676951, 14.536043, 13.711951], [14.462785, 15.275365, 16.186478], [13.843581, 16.381585, 15.746669], [13.780485, 14.826063, 17.282873], [15.725768, 15.578755, 16.550879]], "atomic_forces_ev_per_a": [[-3.9888, -4.1513, -0.5202], [0.0746, 0.5901, 0.8109], [-0.7406, -0.8724, -0.4844], [-0.2086, 0.4262, -1.2071], [0.2443, -0.1397, 0.4821], [-0.1345, 0.8457, 0.1167], [-0.0934, -0.5752, 0.0955], [0.8406, 0.7533, 0.0184], [-0.5786, -0.7405, 0.1537], [0.0178, -0.3464, 0.8192], [-0.0251, 0.0699, -0.4469], [0.6216, -1.0580, -0.2078], [-0.2316, 0.6478, 0.1518], [-0.4498, 0.2320, -0.0371], [0.2768, -0.2525, -0.3071], [-0.2416, -0.3786, 0.1295], [-0.4250, 0.0671, 0.0502], [0.2433, 0.2958, -0.1855], [-0.0313, -0.3269, -0.1628], [0.2915, 0.1874, -0.2495], [-0.5026, 0.0325, -0.3544], [0.2235, 0.4489, 0.4529], [-0.0662, 0.4076, 0.4293], [0.5095, -0.2783, 0.1772], [-0.1181, 0.4289, -0.5689], [0.4245, -0.0933, -0.0494], [0.0329, 0.3189, 0.2756], [-0.2157, -0.3712, 0.2847], [-0.2267, -0.3013, 0.3578], [-0.1641, -0.1587, -0.4997], [0.3623, 0.1344, 0.2410], [-0.4749, 0.1504, -0.3952], [0.1644, 0.1460, 1.3286], [-0.5926, -0.6652, -1.4336], [0.4093, 0.9408, 0.5932], [0.3717, 0.7855, 0.7373], [0.0282, -0.6599, -0.1753], [-1.3750, 0.5413, -2.0808], [1.1344, -1.0443, 1.3790], [0.0184, -0.3007, 0.0994], [0.4939, 0.3839, 0.1023], [-0.1111, 0.0781, 0.1896], [-0.3785, -1.0268, -0.4210], [0.3200, -0.0297, 0.1364], [-0.2199, 0.1638, -0.4106], [-0.1152, -0.1271, 0.1864], [-0.0887, 0.2591, -0.1623], [0.6468, 0.6628, -1.0048], [-0.2593, 0.8452, 0.0060], [2.6031, -0.2629, -2.1157], [-1.4428, -1.1437, 1.6989], [0.4150, 1.5848, -1.9725], [1.2330, 0.5360, -1.7708], [0.5125, -1.4622, 0.8966], [0.5143, -0.1245, 0.8769], [0.2567, 0.5008, -0.1053], [-0.3712, 0.5708, -0.2626], [0.2997, -0.3434, -0.1289], [-1.9873, 0.2890, 0.7959], [1.5505, -0.9199, -0.1315], [-3.2485, 0.4622, 1.9999], [2.4413, -0.0035, -1.4804], [-0.9418, -1.3075, -0.2118], [0.4931, 1.4822, 0.1390], [0.3544, -0.1764, -0.1584], [1.2222, 0.4414, 0.2973], [-1.3598, -0.6795, -0.1013], [-3.9471, 1.3128, 2.2100], [1.6603, -1.2982, -0.1620], [0.9637, 1.2345, -2.6313], [-0.1119, 0.2729, -0.2661], [0.0761, -0.3830, 0.2158], [-0.0848, -0.5048, 0.9660], [-0.9402, -0.8423, 0.2060], [0.3445, 0.8583, -0.3825], [-0.0213, -1.1026, -0.0235], [0.3044, 0.7580, -0.5648], [-0.1718, -0.3252, 0.1575], [0.5486, -0.3861, 0.6513], [-0.1513, 0.3151, 0.2789], [0.2358, -0.4954, 0.2481], [-0.1932, 0.0333, 0.4333], [0.2458, -0.2514, -0.4278], [-0.5444, -0.4570, -0.1290], [-0.3013, 0.1164, -0.4933], [-0.4120, 0.4114, 0.2726], [-0.1768, 0.2358, -0.5569], [0.0817, 0.3787, 0.2991], [0.4913, 2.2081, 0.0798], [-0.1480, -2.2158, 0.0253], [0.0153, -0.1561, 0.9917], [0.1877, -0.1243, -0.4520], [-2.7400, -0.0088, 2.3465], [2.6892, 3.1905, -1.3702], [0.9817, -0.3850, 0.0238], [2.6138, -0.1864, 0.9856], [-1.2146, -0.5278, 0.5700], [0.0655, 0.9086, -0.2997], [1.0146, 0.2467, 0.6874], [0.0329, 0.4230, 0.5629], [0.3496, -0.2895, 0.3594], [0.9696, 0.6138, -1.5015], [-0.9504, 0.0330, -0.0162]], "orbital_gap_ev": [3.1, 3.1], "de_lowest_kcal_mol": 5.5, "homo_ev": [-5.19, -5.19]}